{
  "formula": "C4H12",
  "method": "ωB97M-V with the def2-TZVPD basis set",
  "elements": ["C", "C", "C", "C", "H", "H", "H", "H", "H", "H", "H", "H", "H", "H", "H", "H"],
  "coordinates": [[-2.282, -0.223, 0.682], [2.227, -0.215, -0.317], [1.227, -0.395, -1.487], [-1.201, 0.854, 1.012], [-3.117, 0.198, 0.133], [3.210, -0.579, -0.574], [2.183, 0.833, -0.033], [0.197, -0.224, -1.196], [1.838, -0.844, 0.472], [-1.490, 1.899, 0.971], [-2.597, -0.542, 1.669], [1.426, -1.397, -1.867], [-1.781, -1.063, 0.211], [-0.918, 0.689, 2.058], [1.348, 0.386, -2.238], [-0.268, 0.622, 0.504]],
  "total_charge": 0,
  "orbital_gap_ev": 12.7,
  "e_above_lowest_kj_mol": 49.80,
  "e_homo_ha": -0.423,
  "smiles": "CC.CC"
}